2 unconnected molecules or ions with the total composition CHCl2FS in a non-equilibrium geometry, computed with the ωB97M-V functional and the def2-TZVPD basis.

Calculated values
HOMO energy: -9.3 eV
Total charge: 0
Orbital gap: 7.8 eV
Max |F|: 3.308 eV Å⁻¹
Energy above the lowest of the compared OMol25 structures with the same formula, charge and spin: 1.693 eV

Each atom is followed by the atoms it is bonded to, with distances in Å.
Atoms and positions in Å:
1 C 1.44 1.91 0.38  F2 1.334, Cl4 1.706, Cl5 1.703
2 F 2.25 0.90 0.74  C1 1.334
3 S -0.80 0.69 0.49  H6 1.329
4 Cl 1.66 2.38 -1.24  C1 1.706
5 Cl 1.35 3.14 1.56  C1 1.703
6 H -0.32 -0.34 -0.20  S3 1.329


2 unconnected molecules or ions with the total composition CHCl2FS2 in a non-equilibrium geometry, computed with the ωB97M-V functional and the def2-TZVPD basis.

Calculated values
HOMO energy (alpha / beta): -8.8 / -8.9 eV
Total charge: 0
Orbital gap (alpha / beta): 7.1 / 8.2 eV
Max |F|: 2.130 eV Å⁻¹
Energy above the lowest of the compared OMol25 structures with the same formula, charge and spin: 1.823 eV

Each atom is followed by the atoms it is bonded to, with distances in Å.
Atoms and positions in Å:
1 C 1.27 0.41 -0.17  F2 1.328, Cl5 1.669, Cl6 1.736
2 F 2.04 -0.30 -0.99  C1 1.328
3 S -2.46 -0.49 -0.34  S4 1.997, H7 1.451
4 S -0.81 -1.61 -0.33  S3 1.997
5 Cl 0.71 1.89 -0.70  C1 1.669
6 Cl 1.88 0.42 1.45  C1 1.736
7 H -2.63 -0.33 1.09  S3 1.451


Values for DFT total energy, Ha, ordered as above
-1457.05654 -1855.23650